1.
Density functional theory data (ωB97M-V/def2-TZVPD) for 2 unconnected molecules or ions with the total composition C17H17N2O5S in a non-equilibrium geometry.

XYZ file:
```
42
Properties=species:S:1:pos:R:3:forces:R:3:nbo_charge:R:1
S 0.169 -0.144 -3.035 -1.323 0.113 1.976 2.241
O -0.220 1.140 -3.550 0.477 -0.707 0.139 -0.885
O -1.886 -1.563 2.640 -0.169 -1.191 0.707 -0.547
O -2.603 -0.593 -0.756 2.870 0.463 -0.645 -0.462
O -0.375 -1.370 -3.559 0.312 0.575 0.180 -0.904
O -3.834 -0.423 2.670 0.496 -0.421 0.163 -0.720
N -3.319 4.555 1.704 -0.288 1.297 -0.184 -0.539
N -0.293 -0.042 -1.179 1.541 -0.118 -2.292 -0.803
C 3.951 -1.593 -3.351 -0.039 0.288 -0.050 -0.215
C -1.460 -0.314 -0.915 -3.280 -0.751 -0.301 0.889
C -3.742 2.204 1.759 0.045 0.677 0.137 -0.318
C 2.710 0.797 -2.605 -0.022 -0.032 0.237 -0.163
C -2.634 -0.449 2.379 0.212 1.678 -1.141 0.743
C -4.169 3.529 1.764 1.050 -1.054 0.014 0.026
C -1.469 3.029 1.509 -0.702 0.479 0.065 -0.317
C -2.343 1.897 1.645 -0.248 0.853 0.166 0.021
C -2.599 -2.549 3.415 0.225 0.191 -0.238 -0.067
C -2.011 4.316 1.576 -0.005 -1.229 -0.166 0.018
C 4.090 0.661 -2.490 -0.230 0.006 -0.176 -0.169
C 2.567 -1.471 -3.462 -0.253 0.093 0.302 -0.164
C 6.210 -0.665 -2.683 0.143 -0.056 0.055 -0.633
C 4.724 -0.535 -2.856 -0.390 0.047 0.120 -0.006
C 1.956 -0.295 -3.021 -0.120 0.075 0.018 -0.340
C -1.844 0.591 1.749 -0.465 -1.189 0.941 -0.574
C -1.665 -3.708 3.680 0.127 -0.094 -0.011 -0.619
H 6.478 -0.509 -1.630 0.006 -0.066 -0.219 0.226
H 6.545 -1.661 -2.987 0.052 0.179 0.056 0.215
H -4.453 1.412 1.955 0.173 0.099 -0.311 0.248
H -0.778 -3.369 4.231 -0.081 -0.097 -0.227 0.203
H -2.916 -2.108 4.372 -0.073 -0.022 -0.345 0.175
H 1.957 -2.268 -3.881 0.109 0.089 0.264 0.248
H -1.358 5.194 1.519 -0.160 -0.203 0.054 0.163
H -0.792 0.398 1.578 0.035 0.031 0.281 0.197
H -2.177 -4.449 4.301 -0.001 0.013 -0.016 0.195
H -1.366 -4.206 2.749 0.067 0.180 0.186 0.202
H -0.385 2.903 1.449 -0.317 -0.083 -0.036 0.192
H 6.749 0.088 -3.274 -0.117 -0.182 0.098 0.223
H 4.431 -2.530 -3.642 -0.111 0.321 0.020 0.214
H 4.674 1.498 -2.098 -0.125 -0.280 -0.205 0.210
H -5.237 3.751 1.835 0.265 0.087 0.051 0.166
H 2.201 1.730 -2.366 0.175 -0.228 0.119 0.248
H -3.488 -2.881 2.862 0.140 0.170 0.214 0.182
```
Forces are in eV/Å.

Spin multiplicity: 1
Largest force on an atom in eV Å⁻¹: 3.38
Molecular weight in g/mol: 361.40
Calculated total energy in hartree: -1541.91714
HOMO level in eV: -2.78
Total charge: -1
LUMO energy in eV: 1.79



2.
Density functional theory data (ωB97M-V/def2-TZVPD) for a molecular structure, C6H16BrNO2 in a non-equilibrium geometry.

XYZ file:
```
26
Properties=species:S:1:pos:R:3:forces:R:3:nbo_charge:R:1
Br -20.666 27.502 -0.885 0.057 3.700 -1.770 -0.848
O -19.005 27.794 3.435 1.270 1.490 -1.380 -0.550
O -22.343 24.184 0.935 -0.038 -1.868 1.023 -0.572
N -19.953 25.780 1.641 -0.575 -0.099 -1.002 -0.522
C -20.356 27.484 3.501 0.020 -1.096 0.542 -0.076
C -18.704 29.097 2.867 0.126 0.680 0.423 -0.282
C -20.244 25.126 0.235 -0.702 -1.255 0.741 -0.271
C -20.943 26.845 2.209 1.071 0.396 0.255 -0.284
C -23.613 23.629 0.636 -0.293 0.748 0.247 -0.245
C -21.740 25.020 0.005 0.046 0.034 -0.164 -0.110
H -19.848 25.689 -0.610 0.270 -0.065 0.976 0.295
H -24.357 24.422 0.574 -0.171 0.231 -0.013 0.167
H -21.023 27.584 1.411 -0.107 -0.138 0.015 0.284
H -18.369 29.809 3.622 0.525 -0.526 0.630 0.180
H -17.932 29.076 2.097 -0.149 -0.504 0.011 0.200
H -20.360 26.770 4.325 -0.451 -0.365 0.018 0.181
H -19.024 26.159 1.524 0.214 0.893 0.193 0.438
H -23.908 22.987 1.467 0.241 -0.020 -0.043 0.192
H -21.804 24.638 -1.014 -0.395 0.029 -0.253 0.195
H -19.824 25.036 2.312 -0.328 -0.345 0.255 0.415
H -22.211 26.001 0.078 0.092 -0.199 -0.406 0.220
H -19.529 29.703 2.494 -0.673 -0.921 -0.513 0.193
H -23.707 23.070 -0.295 0.604 -0.118 -0.167 0.173
H -21.909 26.381 2.407 0.232 -0.216 -0.114 0.230
H -19.748 24.160 0.140 -0.132 -0.432 1.094 0.201
H -20.871 28.358 3.900 -0.756 -0.035 -0.598 0.196
```
Forces are in eV/Å.

Spin multiplicity: 1
Largest force on an atom in eV Å⁻¹: 4.10
Molecular weight in g/mol: 214.10
Calculated total energy in hartree: -3017.34107
HOMO level in eV: -7.26
LUMO energy in eV: 0.33



3.
Density functional theory data (ωB97M-V/def2-TZVPD) for a molecular structure, C12H36BF4O6S6Sn in a non-equilibrium geometry.

XYZ file:
```
66
Properties=species:S:1:pos:R:3:forces:R:3:nbo_charge:R:1
Sn 0.826 0.245 -0.109 0.286 0.005 -1.197 1.620
S 0.525 5.226 0.388 -0.763 -0.300 -1.205 1.224
S -3.744 -5.084 0.862 1.696 -0.501 0.308 1.230
S 3.679 -0.039 -2.672 -2.519 0.906 0.265 1.233
S 1.422 -3.456 1.395 -1.960 0.364 -0.522 1.240
S 3.344 2.263 0.869 0.096 -1.663 -1.325 1.343
S -2.579 1.018 0.727 -0.833 0.477 -2.697 1.279
F 0.131 2.480 -3.781 0.192 -0.718 0.230 -0.551
F 0.772 2.330 -1.594 0.224 0.255 0.953 -0.568
F -1.419 2.513 -2.166 -1.207 0.168 0.536 -0.549
F -0.251 0.557 -2.443 -0.162 -0.487 -0.166 -0.581
O 2.820 0.815 -1.683 1.368 -1.525 -0.737 -1.035
O 0.378 -2.616 0.671 0.933 0.296 0.319 -1.015
O 1.040 5.849 1.632 -0.248 0.004 0.467 -0.988
O -3.827 -3.616 0.666 -0.379 0.345 0.212 -1.002
O 1.889 1.836 0.790 -0.842 0.244 0.025 -1.116
O -1.085 1.155 0.424 0.187 0.225 1.210 -1.106
C -2.934 -0.367 -0.402 0.548 -0.211 0.844 -0.800
C -2.833 0.334 2.323 2.341 -1.308 -0.866 -0.824
C 3.370 2.942 2.415 -1.238 0.546 2.068 -0.851
C -5.358 -5.830 0.602 0.963 1.646 -0.401 -0.811
C 2.003 -4.636 0.204 0.776 -0.449 1.673 -0.810
C -1.183 4.525 0.541 0.755 -0.221 1.202 -0.836
C -3.619 -5.421 2.667 -0.240 -0.127 0.904 -0.844
C -0.016 6.529 -0.742 0.076 0.479 -0.055 -0.831
C 3.769 0.979 -4.100 2.678 1.368 -0.655 -0.839
C 3.686 3.715 -0.035 -0.991 0.571 -0.951 -0.832
C 0.332 -4.617 2.237 0.310 -1.510 0.580 -0.830
C 2.475 -1.154 -3.490 1.237 -1.204 -0.207 -0.802
B -0.221 1.987 -2.521 0.515 0.629 -1.294 1.339
H -2.524 0.024 -1.346 0.068 -0.440 0.333 0.274
H -4.394 -4.808 3.168 0.202 -0.352 -0.296 0.232
H 4.562 4.037 0.475 1.006 0.509 0.100 0.236
H -3.849 -6.502 2.819 0.175 0.756 -0.097 0.236
H -3.787 -0.152 2.328 -0.541 -0.243 0.118 0.265
H 2.669 -4.186 -0.481 0.776 0.568 -0.686 0.238
H -2.780 1.206 2.950 0.206 -0.161 0.834 0.253
H 0.015 -4.266 3.234 0.578 -0.132 -0.332 0.244
H 4.314 3.410 2.412 1.246 0.687 0.903 0.235
H -1.970 -0.421 2.345 -1.276 0.938 0.908 0.251
H 2.181 -1.838 -2.696 -0.205 -0.241 -0.247 0.228
H 2.955 -1.712 -4.360 -0.320 0.624 1.336 0.246
H -1.412 3.940 -0.371 0.301 0.094 0.745 0.272
H -0.870 6.056 -1.261 0.298 0.891 0.094 0.239
H -2.381 -1.243 0.055 -0.617 0.733 -0.924 0.258
H 2.520 -5.369 0.833 0.277 -0.025 -0.385 0.233
H 3.901 3.514 -1.093 -0.299 -0.008 0.446 0.264
H -2.652 -5.182 3.215 -0.906 -0.217 -1.364 0.240
H -3.993 -0.579 -0.544 0.027 0.024 0.341 0.254
H -1.125 3.980 1.500 0.062 -0.597 -0.728 0.225
H 4.418 1.870 -3.866 -0.239 -1.056 -0.154 0.245
H 0.751 6.828 -1.465 0.000 -0.422 0.187 0.236
H 4.273 0.370 -4.895 -0.548 0.664 0.505 0.244
H 2.857 1.449 -4.401 -1.022 -0.398 -0.085 0.272
H -0.581 -4.666 1.641 0.198 0.055 -0.307 0.252
H -5.621 -5.478 -0.399 -0.268 0.004 0.261 0.251
H 1.211 -5.117 -0.288 -1.283 -0.464 -0.673 0.241
H 2.549 3.671 2.648 0.673 -0.562 -0.569 0.285
H 0.813 -5.647 2.256 -0.653 1.314 0.379 0.236
H 3.323 2.093 3.101 0.164 0.310 0.170 0.249
H 1.629 -0.626 -3.887 -0.352 0.599 0.160 0.263
H -5.950 -5.397 1.389 -0.880 -0.427 0.103 0.234
H -0.214 7.448 -0.141 -0.451 -0.855 -0.334 0.251
H -1.955 5.239 0.772 -0.140 0.852 -0.398 0.226
H -5.172 -6.874 0.555 -0.333 -1.010 0.409 0.238
H 2.895 4.463 0.127 0.277 -0.315 -0.271 0.266
```
Forces are in eV/Å.

Spin multiplicity: 1
Largest force on an atom in eV Å⁻¹: 3.08
Molecular weight in g/mol: 674.33
Calculated total energy in hartree: -3957.83819
HOMO level in eV: -10.66
Total charge: +1
LUMO energy in eV: -2.16